2 unconnected molecules or ions with the total composition C21H22NO4, computed with ωB97M-V/def2-TZVPD.

```
! RIJCOSX wB97M-V def2-TZVPD def2/J DEFGRID3
* xyz -1 1
C 0.742 -3.757 0.911
C -0.160 -2.509 0.832
C -0.962 -2.382 2.138
C -2.447 -2.066 1.950
C -3.151 -2.175 3.314
N -3.057 -2.815 0.856
C -3.119 -4.266 1.066
C -4.430 -4.780 1.687
O -5.323 -3.954 2.019
O -4.499 -6.024 1.768
H 1.055 -3.935 1.935
H 1.594 -3.704 0.240
H 0.135 -4.620 0.650
H 0.509 -1.657 0.750
H -0.807 -2.589 -0.030
H -0.516 -1.644 2.801
H -0.904 -3.332 2.668
H -2.502 -1.010 1.665
H -2.887 -3.116 3.785
H -2.811 -1.338 3.927
H -4.223 -2.079 3.215
H -4.024 -2.511 0.805
H -2.287 -4.654 1.644
H -3.053 -4.745 0.091
C 4.439 4.268 0.884
C 4.035 3.049 1.420
C 3.117 2.264 0.745
C 2.589 2.698 -0.463
C 2.977 3.932 -0.990
C 3.911 4.709 -0.317
C 2.389 4.438 -2.263
O 2.731 5.508 -2.724
C 1.366 3.601 -2.949
C 0.762 4.076 -4.106
C -0.181 3.304 -4.761
C -0.522 2.048 -4.267
C 0.072 1.571 -3.112
C 1.010 2.348 -2.445
C 1.614 1.832 -1.185
O 1.317 0.739 -0.757
H 5.163 4.877 1.410
H 4.440 2.712 2.365
H 2.804 1.313 1.156
H 4.218 5.658 -0.733
H 1.031 5.051 -4.490
H -0.654 3.678 -5.659
H -1.256 1.444 -4.783
H -0.194 0.598 -2.722
*
```

Calculated values
ΔE to the lowest compared entry with this formula, charge and spin = 0.0 kJ/mol
HOMO-LUMO gap = 0.157 hartree
HOMO level = -3.872 eV

A molecular structure, C21H23AlBF9N7OSeTe, computed with ωB97M-V/def2-TZVPD.

```
! RIJCOSX wB97M-V def2-TZVPD def2/J DEFGRID3
* xyz 1 1
Al 1.597 0.043 0.209
C 2.373 1.172 2.829
N 1.365 0.225 2.301
C -0.050 0.572 2.600
C -0.718 1.044 1.349
N -0.171 0.838 0.173
C -1.108 1.234 -0.780
C -1.071 1.162 -2.169
C -2.200 1.587 -2.839
C -3.331 2.064 -2.154
C -3.372 2.133 -0.777
C -2.232 1.707 -0.109
N -1.932 1.602 1.248
C 2.747 2.108 1.725
N 2.472 1.807 0.482
C 2.976 2.846 -0.303
C 2.958 3.033 -1.682
C 3.544 4.186 -2.159
C 4.129 5.129 -1.298
C 4.151 4.950 0.070
C 3.561 3.784 0.543
N 3.394 3.280 1.834
H 1.999 1.710 3.701
H 3.253 0.604 3.136
H 1.554 -0.699 2.678
H -0.570 -0.335 2.921
H -0.115 1.308 3.403
H -0.208 0.771 -2.690
H -2.221 1.546 -3.920
H -4.195 2.378 -2.723
H -4.249 2.486 -0.252
H -2.580 1.738 2.007
H 2.520 2.302 -2.347
H 3.561 4.370 -3.225
H 4.577 6.019 -1.719
H 4.603 5.677 0.730
H 3.710 3.705 2.689
C -3.323 -2.860 -1.793
N -3.753 -3.537 -0.580
C -4.417 -4.745 -0.525
C -4.591 -5.043 0.778
N -4.026 -4.015 1.506
C -3.970 -3.929 2.953
C -3.500 -3.097 0.671
Se -2.590 -1.559 1.125
H -3.855 -3.295 -2.635
H -2.251 -2.976 -1.925
H -3.557 -1.800 -1.711
H -4.708 -5.276 -1.413
H -5.064 -5.884 1.252
H -4.443 -4.816 3.366
H -4.493 -3.038 3.294
H -2.933 -3.876 3.277
F 4.862 -2.176 -1.223
Te 3.576 -0.998 -1.770
F 3.197 -2.274 -3.049
F 3.202 -0.819 0.410
F 4.004 -0.043 -3.305
F 4.738 0.286 -1.080
O 1.949 -0.175 -1.585
F 0.131 -2.911 -1.361
B 1.004 -2.915 -0.333
F 2.355 -2.781 -0.832
F 0.932 -3.917 0.561
F 0.803 -1.616 0.443
*
```

Calculated values
HOMO-LUMO gap = 0.204 hartree
HOMO level = -9.648 eV